No. 1
This record from OMol25 describes a molecular structure, C19H19N6O2Pd. The level of theory is wB97M-V/def2-TZVPD.

Output
Orbital gap (alpha / beta) = 5.700 / 5.643 eV
HOMO level (alpha / beta) = -18.5 / -18.5 eV
Largest force on an atom = 0.437 eV/Å
E = -36497.2882 eV
Total charge = +3

Geometry (Å):
Pd -0.05 -0.01 0.48
C -5.07 -2.52 -0.39
C -4.06 -2.79 0.56
C -3.06 -1.89 0.76
C -3.11 -0.63 0.09
C -4.13 -0.37 -0.87
C -5.09 -1.33 -1.11
N -2.15 0.28 0.35
C -2.45 1.60 0.41
C -3.77 2.13 0.59
C -3.95 3.49 0.62
C -2.86 4.36 0.52
C -1.54 3.88 0.41
C -1.36 2.53 0.38
N -0.09 1.90 0.32
N 0.95 2.58 0.26
C 2.10 1.79 0.21
C 3.33 2.41 0.17
C 4.47 1.60 0.07
C 4.30 0.23 0.00
C 3.02 -0.32 0.05
N 1.93 0.43 0.16
H -5.84 -3.27 -0.57
H -4.10 -3.71 1.12
H -2.31 -2.04 1.53
H -4.08 0.52 -1.48
H -5.84 -1.17 -1.88
H -4.59 1.46 0.78
H -4.94 3.90 0.78
H -3.02 5.43 0.57
H -0.71 4.57 0.37
H 3.39 3.49 0.21
H 5.45 2.04 0.04
H 5.15 -0.43 -0.10
H 2.88 -1.39 -0.01
C 0.65 -3.72 4.35
O 0.54 -2.29 4.12
C 0.36 -1.77 2.94
O 0.28 -0.57 2.78
N 0.26 -2.65 1.87
N 0.15 -2.13 0.56
H 0.76 -3.83 5.42
H 1.54 -4.11 3.85
H -0.26 -4.22 4.02
H 0.45 -3.64 1.96
H -0.64 -2.58 0.10
H 0.98 -2.41 0.03


No. 2
This record from OMol25 describes a molecular structure, C19H19NO6S at a distorted geometry. The level of theory is wB97M-V/def2-TZVPD.

Output
Orbital gap = 7.859 eV
HOMO level = -8.6 eV
Largest force on an atom = 16.316 eV/Å
E = -44601.5991 eV

Geometry (Å):
C 1.49 3.49 -1.29
H 1.14 4.36 -1.84
O 0.55 2.95 -0.70
C 0.70 1.67 -0.04
C 1.92 0.92 -0.10
C 2.04 -0.20 0.79
C 0.92 -0.83 1.54
C -0.25 -0.08 1.19
C -0.50 1.11 0.54
O -1.69 1.51 0.55
C -2.03 3.04 1.12
H -1.39 3.69 0.59
H -2.97 2.91 0.72
H -1.86 2.89 2.23
S -1.63 -0.87 2.06
O -2.32 0.09 3.15
O -1.09 -2.21 2.85
N -2.75 -1.36 1.09
C -2.06 -1.62 -0.27
C -1.13 -2.54 -0.26
C -0.74 -2.88 -1.77
C -1.47 -2.22 -2.61
C -2.43 -1.34 -2.52
C -2.89 -1.11 -1.12
C -3.92 -0.08 -1.04
H -3.60 0.81 -1.05
H -4.88 -0.68 -1.23
C -3.86 -0.33 0.69
H -4.85 -1.09 1.16
H -3.79 0.39 1.38
H -2.92 -0.90 -3.48
H -1.05 -2.57 -3.89
H 0.16 -3.50 -1.82
H -0.63 -3.15 0.46
H 1.07 -1.68 1.94
C 3.43 -0.55 0.85
C 4.58 -0.31 0.13
C 5.78 -1.08 0.74
O 5.86 -2.11 1.06
O 6.72 -0.37 -0.01
H 7.71 -1.11 0.18
H 4.52 0.67 -0.01
H 3.32 -1.74 1.38
H 2.68 1.41 -0.42
H 2.13 3.86 -0.78
H 2.00 2.77 -2.17


No. 3
This record from OMol25 describes a molecular structure, C19H19O3Sr at a distorted geometry. The level of theory is wB97M-V/def2-TZVPD.

Output
Orbital gap = 4.774 eV
HOMO level = -3.4 eV
Largest force on an atom = 2.846 eV/Å
E = -26987.2550 eV
Total charge = -1

Geometry (Å):
C 0.78 -0.74 3.97
C 1.75 -1.38 3.17
C 2.27 -0.42 2.25
H 2.03 -2.41 3.23
C 1.56 0.80 2.47
C 0.63 0.59 3.51
H -0.09 1.26 3.93
H 0.24 -1.17 4.80
H 2.89 -0.69 1.42
H 1.58 1.67 1.83
C -1.96 -2.80 0.74
C -1.82 -2.98 2.12
C -2.37 -1.88 2.79
H -1.34 -3.82 2.60
C -2.88 -0.99 1.82
C -2.65 -1.58 0.53
H -2.76 -1.06 -0.41
H -1.47 -3.44 0.01
H -2.41 -1.75 3.86
H -3.33 -0.03 2.04
Sr 0.00 -0.61 0.58
O 0.45 0.84 -1.49
C 1.72 0.66 -2.15
C 1.19 2.04 -2.26
H 2.57 0.47 -1.43
H 1.73 0.04 -3.09
H 1.64 2.76 -1.57
H 1.85 4.34 -3.49
C 1.10 3.78 -4.05
C 0.62 2.55 -3.53
C -0.30 1.83 -4.28
H -0.68 0.87 -3.91
C -0.77 2.33 -5.49
H -1.52 1.76 -6.05
C -0.31 3.55 -6.00
H -0.69 3.93 -6.95
C 0.64 4.27 -5.26
H 1.01 5.22 -5.66
O 0.43 -4.93 5.84
C -0.17 -4.42 4.87
O 0.01 -3.52 4.06
H -1.15 -4.94 4.63


No. 4
This record from OMol25 describes a molecular structure, C19H20Cl5N8O7RbSe. The level of theory is wB97M-V/def2-TZVPD.

Output
Orbital gap = 6.090 eV
HOMO level = -2.6 eV
Largest force on an atom = 0.429 eV/Å
E = -174895.6467 eV
Total charge = -2

Geometry (Å):
Rb -0.94 -0.58 -0.83
C 2.04 -1.49 1.92
O 1.51 -1.94 0.69
C 1.92 -3.24 0.35
C 1.14 -3.71 -0.86
O 1.13 -2.80 -1.94
C 2.38 -2.58 -2.56
C 3.04 -1.28 -2.14
O 2.46 -0.23 -2.89
C 2.91 1.04 -2.45
H 1.58 -2.02 2.75
H 1.84 -0.43 1.98
H 3.13 -1.65 1.94
H 1.71 -3.95 1.17
H 3.01 -3.25 0.18
H 0.10 -3.85 -0.59
H 1.55 -4.68 -1.18
H 2.19 -2.52 -3.64
H 3.06 -3.42 -2.38
H 4.12 -1.33 -2.34
H 2.89 -1.10 -1.07
H 4.00 1.13 -2.59
H 2.67 1.21 -1.39
H 2.41 1.79 -3.06
O 0.55 4.39 3.97
C -0.68 4.40 3.52
O -1.54 5.11 4.00
C -0.99 3.53 2.35
C -2.23 3.51 1.75
N -2.15 2.65 0.73
N -0.93 2.11 0.60
C -0.21 2.61 1.59
C 1.23 2.16 1.75
O 1.89 2.75 2.65
O 1.65 1.30 0.96
H 1.15 3.75 3.40
H -3.12 4.06 2.00
H -2.83 2.46 0.02
N 0.29 5.45 -2.31
N -0.30 4.19 -2.49
N 0.21 3.30 -3.29
C -0.67 2.30 -3.14
N -1.64 2.62 -2.28
N -1.38 3.84 -1.87
H 1.29 5.27 -2.22
H -0.06 5.76 -1.40
H -0.61 1.36 -3.65
Cl -2.62 -4.06 -0.72
C -2.63 -3.61 1.00
C -2.11 -2.39 1.34
C -2.15 -2.11 2.69
Cl -1.48 -0.56 3.24
C -2.66 -2.97 3.66
Cl -2.68 -2.55 5.35
C -3.18 -4.20 3.25
Cl -3.83 -5.30 4.42
C -3.17 -4.53 1.90
Cl -3.80 -6.07 1.39
Se -4.37 0.55 -5.68
C -3.38 0.06 -4.24
N -2.73 -0.25 -3.33